(1)
Density functional theory data (wB97M-V/def2-TZVPD) for C39H58AsIrN5P2S4SbSe4Si3 as an isolated structure.

Geometry as ORCA input:
```
! wB97M-V def2-TZVPD RIJCOSX def2/J DEFGRID3
* xyz 1 2
Ir -0.48887 0.07877 -0.18382
Sb -5.84970 -1.99577 -1.66826
Se -7.36050 -0.23982 -1.01326
Se -4.69763 -1.69885 -3.77004
Se -6.31739 -4.26445 -1.04273
Se -3.89877 -1.79218 0.06033
As 0.31471 0.61659 -2.50494
S -2.70251 -0.23210 -1.21185
S 0.61029 -4.32033 -0.88732
S -2.16546 -0.26682 2.45652
S -0.74324 2.36206 0.46922
P -0.29620 -0.78292 2.73793
P 0.62168 1.83878 1.88177
Si 2.25220 2.02627 -2.53454
Si 0.91547 -1.20801 -3.96121
Si -1.24257 1.86019 -3.86708
N 2.04877 -2.19955 0.00849
N -4.14123 1.54138 0.30222
N -0.21258 -1.95263 -0.58383
N -4.74756 1.18484 -1.90051
N -1.26728 -2.64096 -1.10714
C 2.19137 2.67116 1.60878
C -1.45777 3.18055 5.10804
C 1.74875 3.66821 -1.82703
C 0.18946 2.44131 3.52135
C -2.17942 3.04161 -2.75989
C -1.23268 -3.39442 2.47729
C 2.19039 4.05408 1.43535
C 0.71133 0.07652 1.55624
C -0.47865 3.24609 6.08661
C -0.64136 -0.42950 5.46198
C 1.14994 -3.17837 2.72278
C 0.83949 2.92426 5.78483
C -3.96975 0.97730 -0.87632
C 4.59247 4.03603 1.40078
C 2.41656 -2.05761 -3.23137
C 1.64490 -0.61814 4.73238
C 3.39237 1.97678 1.67585
C -1.12661 2.77776 3.82462
C 3.50513 1.13486 -1.48193
C 0.28376 -0.54387 4.43594
C -1.02209 -3.87703 -1.32299
C -0.20848 -0.40022 6.78018
C 4.59545 2.66161 1.57286
C 3.00851 2.32855 -4.21429
C 1.17655 2.52777 4.50537
C 1.14081 -0.50368 7.07423
C 1.42306 -0.47663 -5.59671
C 0.15516 -5.35492 2.51758
C 2.07182 -0.60215 6.04663
C -1.09814 -4.77553 2.42534
C -2.32617 0.66621 -4.76772
C 0.86618 -2.68811 -0.41889
C -0.10851 -2.58575 2.59851
C -2.63720 -5.72249 -0.82177
C 1.28061 -4.55366 2.68551
C -2.00388 -4.83989 -1.89863
C -0.32221 2.87224 -5.13517
C -0.52789 -2.35936 -4.21192
C 3.38971 4.73193 1.32822
H -4.94264 2.12573 0.48538
H -0.93294 -0.30859 7.57762
H 2.37560 -0.67152 3.93283
H 3.12721 -0.67359 6.27279
H -4.62244 0.60040 -2.73978
H 3.38487 0.90202 1.81755
H -1.98001 -5.39248 2.32269
H -3.23446 3.06925 -3.03075
H -1.49527 -5.46654 -2.63594
H -2.77062 -4.25753 -2.41795
H 4.25013 1.83390 -1.10173
H 1.47093 -0.50222 8.10400
H 1.20569 4.25751 -2.56873
H 3.39243 5.80524 1.19587
H 2.63460 4.23063 -1.52710
H 2.78081 -2.85273 0.22740
H 2.03043 -2.56571 2.86630
H 1.10290 3.55714 -0.96170
H 1.60319 2.98535 6.54823
H 3.03356 0.64805 -0.62823
H 0.29101 2.26055 -5.79495
H -1.88491 2.72046 3.05577
H -1.87675 -6.30474 -0.29276
H 3.49620 3.30498 -4.18489
H -1.77769 4.05038 -2.86715
H 4.02092 0.37092 -2.06568
H 5.53175 2.12280 1.63099
H -1.35120 -2.18494 -3.51859
H -3.54035 1.27614 1.06775
H 1.99630 -1.34178 0.54614
H 2.25701 -5.00699 2.79642
H 0.31917 3.63208 -4.68859
H 2.20404 2.28111 4.27147
H 3.26079 -1.95945 -3.91616
H 2.71263 -1.63465 -2.27489
H 3.76555 1.58008 -4.44865
H -0.74104 3.55185 7.09030
H -3.17557 -5.11229 -0.09820
H -2.10826 2.77888 -1.70538
H -1.74934 0.10998 -5.50970
H 1.69674 -1.29363 -6.26698
H 0.61936 0.08814 -6.06865
H -1.06800 3.37876 -5.75137
H -2.80196 -0.07324 -4.11915
H -0.20711 -3.39627 -4.09567
H -5.62033 1.69250 -1.80603
H 0.25951 -6.43059 2.47154
H -2.48004 3.44369 5.34325
H -1.69787 -0.35889 5.23104
H 2.28165 0.18447 -5.50084
H 5.52845 4.57285 1.32737
H -0.93357 -2.24369 -5.21747
H -2.21581 -2.94271 2.43578
H 1.25269 4.59612 1.39098
H -3.11553 1.20229 -5.29865
H 2.29452 2.34581 -5.03201
H -3.34384 -6.41174 -1.27621
H 2.23230 -3.12153 -3.08154
*
```

## Properties
Orbital gap (alpha / beta) in Eh: 0.142 / 0.119
Energy in eV: -465987.1379
Expectation value of S²: 0.77
Maximum force in eV Å⁻¹: 1.500
Molar mass in g/mol: 1576.1
HOMO energy (alpha / beta) in eV: -8.459 / -8.461
E_LUMO (alpha / beta) in eV: -4.583 / -5.213

Here are the Mulliken charges for atoms 1 to 99, given in e: number 1, Ir, carries 2.14; number 2, Sb, carries 0.81; number 3, Se, carries -0.60; number 4, Se, carries -0.51; number 5, Se, carries -0.57; number 6, Se, carries -0.16; number 7, As, carries 0.59; number 8, S, carries 0.16; number 9, S, carries -0.24; number 10, S, carries -0.56; number 11, S, carries -0.53; number 12, P, carries 1.17; number 13, P, carries 1.00; number 14, Si, carries 0.17; number 15, Si, carries 0.27; number 16, Si, carries 0.36; number 17, N, carries 0.04; number 18, N, carries -0.04; number 19, N, carries 0.18; number 20, N, carries 0.01; number 21, N, carries -0.06; number 22, C, carries 0.58; number 23, C, carries -0.81; number 24, C, carries -0.57; number 25, C, carries 0.79; number 26, C, carries -0.34; number 27, C, carries -0.67; number 28, C, carries -0.51; number 29, C, carries -2.58; number 30, C, carries -0.64; number 31, C, carries -0.99; number 32, C, carries -0.55; number 33, C, carries -0.66; number 34, C, carries -0.20; number 35, C, carries -0.64; number 36, C, carries -1.03; number 37, C, carries -0.18; number 38, C, carries -0.03; number 39, C, carries -0.51; number 40, C, carries -0.43; number 41, C, carries 1.51; number 42, C, carries 0.19; number 43, C, carries -0.83; number 44, C, carries -0.77; number 45, C, carries -1.40; number 46, C, carries -0.32; number 47, C, carries -0.70; number 48, C, carries -1.09; number 49, C, carries -0.84; number 50, C, carries -0.95; number 51, C, carries -0.72; number 52, C, carries -0.10; number 53, C, carries -0.28; number 54, C, carries 1.62; number 55, C, carries -1.02; number 56, C, carries -0.95; number 57, C, carries -0.64; number 58, C, carries -1.09; number 59, C, carries -0.45; number 60, C, carries -0.72; number 61, H, carries 0.30; number 62, H, carries 0.48; number 63, H, carries 0.20; number 64, H, carries 0.47; number 65, H, carries 0.08; number 66, H, carries 0.12; number 67, H, carries 0.59; number 68, H, carries 0.40; number 69, H, carries 0.47; number 70, H, carries -0.02; number 71, H, carries 0.42; number 72, H, carries 0.43; number 73, H, carries 0.46; number 74, H, carries 0.47; number 75, H, carries 0.41; number 76, H, carries 0.32; number 77, H, carries 0.38; number 78, H, carries -0.08; number 79, H, carries 0.47; number 80, H, carries -0.37; number 81, H, carries 0.30; number 82, H, carries 0.26; number 83, H, carries 0.30; number 84, H, carries 0.39; number 85, H, carries 0.46; number 86, H, carries 0.53; number 87, H, carries 0.48; number 88, H, carries -0.36; number 89, H, carries -0.20; number 90, H, carries -0.08; number 91, H, carries 0.47; number 92, H, carries 0.29; number 93, H, carries 0.38; number 94, H, carries 0.49; number 95, H, carries -0.04; number 96, H, carries 0.44; number 97, H, carries 0.43; number 98, H, carries 0.10; number 99, H, carries -0.23


(2)
Density functional theory data (wB97M-V/def2-TZVPD) for a 2-piece molecular cluster, C6H12O2 overall.

Geometry as ORCA input:
```
! wB97M-V def2-TZVPD RIJCOSX def2/J DEFGRID3
* xyz 0 1
O -1.69941 -0.38195 1.51079
O 0.03257 -1.69351 -2.52727
C 2.15349 0.45354 -0.11191
C -2.96212 1.10075 0.18493
C -1.75689 0.57150 0.53447
C 0.66188 0.15021 0.23740
C 3.27431 -0.28454 0.73797
C -0.38178 0.96695 0.04887
H 0.55432 -0.88692 0.63267
H -0.87907 -0.52409 1.96387
H 4.04123 0.44741 1.27185
H 2.78146 -0.78174 1.51816
H -3.78103 0.94401 0.91323
H 2.12348 0.00099 -1.22022
H -0.69280 -2.30514 -2.88813
H 3.75323 -1.01696 0.23386
H 2.34332 1.48925 -0.12050
H 0.86833 -2.09665 -2.77892
H -3.23194 1.66354 -0.73621
H -0.47912 1.91949 -0.44818
*
```

## Properties
Orbital gap in Eh: 0.325
Structure (SMILES): C=C(O)/C=C/CC.O
Energy in eV: -10508.9688
ΔE to the lowest compared entry with this formula, charge and spin in eV: 3.338
Maximum force in eV Å⁻¹: 4.747
Molar mass in g/mol: 116.2
HOMO energy in eV: -8.164
E_LUMO in eV: 0.671

Charges per atom according to Mulliken partitioning, unit e: number 1, O, carries -0.51; number 2, O, carries -0.61; number 3, C, carries -0.34; number 4, C, carries -0.88; number 5, C, carries 0.58; number 6, C, carries -0.24; number 7, C, carries -1.14; number 8, C, carries -0.53; number 9, H, carries 0.35; number 10, H, carries 0.35; number 11, H, carries 0.25; number 12, H, carries 0.39; number 13, H, carries 0.22; number 14, H, carries 0.16; number 15, H, carries 0.30; number 16, H, carries 0.36; number 17, H, carries 0.37; number 18, H, carries 0.31; number 19, H, carries 0.28; number 20, H, carries 0.32


(3)
Density functional theory data (wB97M-V/def2-TZVPD) for one molecule with the formula C2H4N4OS.

Geometry as ORCA input:
```
! wB97M-V def2-TZVPD RIJCOSX def2/J DEFGRID3
* xyz 0 1
S -2.79560 0.08159 -0.02913
O 2.18115 0.20335 -0.10406
N -0.10627 0.46649 0.32691
N 0.69410 -1.52067 0.09079
N 0.18308 1.79824 -0.04382
N -0.66379 -1.59643 0.06234
C 1.01087 -0.33331 0.15485
C -1.19431 -0.29123 -0.01162
H -1.28953 -2.36830 -0.08872
H 2.65640 -0.55828 -0.68105
H 0.00573 2.18246 1.01054
H -0.68183 1.93608 -0.68704
*
```

## Properties
Orbital gap in Eh: 0.320
Structure (SMILES): Nn1c(O)n[nH]c1=S
Energy in eV: -20979.3092
ΔE to the lowest compared entry with this formula, charge and spin in eV: 1.705
Maximum force in eV Å⁻¹: 5.410
Molar mass in g/mol: 132.1
HOMO energy in eV: -8.342
E_LUMO in eV: 0.354

Charges per atom according to Mulliken partitioning, unit e: number 1, S, carries -0.36; number 2, O, carries -0.49; number 3, N, carries 0.22; number 4, N, carries -0.65; number 5, N, carries -0.60; number 6, N, carries 0.10; number 7, C, carries 0.53; number 8, C, carries 0.03; number 9, H, carries 0.22; number 10, H, carries 0.40; number 11, H, carries 0.31; number 12, H, carries 0.30


(4)
Density functional theory data (wB97M-V/def2-TZVPD) for one molecule with the formula C5H14N2.

Geometry as ORCA input:
```
! wB97M-V def2-TZVPD RIJCOSX def2/J DEFGRID3
* xyz 0 1
N -1.78754 1.69353 -0.53820
N 0.61876 -1.01200 0.21588
C -0.06833 -2.09780 0.90598
C -0.67095 1.06626 0.21640
C 0.50475 2.01675 0.37029
C 1.74557 -1.55732 -0.51646
C -0.28330 -0.15951 -0.60868
H -0.92522 -1.67240 1.42730
H 0.58086 -2.53601 1.66997
H -2.47096 2.10957 0.07599
H 2.09536 -0.87546 -1.29368
H -1.13669 0.75893 1.14672
H 1.11214 1.66075 1.20963
H -0.33217 -2.91438 0.21928
H 1.21992 1.88262 -0.44006
H 2.60023 -1.52948 0.16446
H -1.21337 -0.66649 -0.88692
H 1.67968 -2.56840 -0.93086
H 0.26146 0.04015 -1.52020
H -1.41839 2.36503 -1.19682
H 0.20220 3.04133 0.56525
*
```

## Properties
Orbital gap in Eh: 0.348
Structure (SMILES): C[C@@H](N)CN(C)C
Energy in eV: -8391.3887
ΔE to the lowest compared entry with this formula, charge and spin in eV: 1.230
Maximum force in eV Å⁻¹: 2.286
Molar mass in g/mol: 102.2
HOMO energy in eV: -8.370
E_LUMO in eV: 1.092

Charges per atom according to Mulliken partitioning, unit e: number 1, N, carries -0.62; number 2, N, carries 0.17; number 3, C, carries -1.11; number 4, C, carries 0.52; number 5, C, carries -1.50; number 6, C, carries -1.07; number 7, C, carries -1.06; number 8, H, carries 0.30; number 9, H, carries 0.33; number 10, H, carries 0.23; number 11, H, carries 0.37; number 12, H, carries 0.31; number 13, H, carries 0.36; number 14, H, carries 0.39; number 15, H, carries 0.30; number 16, H, carries 0.34; number 17, H, carries 0.30; number 18, H, carries 0.32; number 19, H, carries 0.49; number 20, H, carries 0.22; number 21, H, carries 0.44